Record 1
{"formula": "C7H11FN5O", "method": "ωB97M-V/def2-TZVPD", "symbols": ["C", "C", "C", "C", "N", "F", "C", "N", "C", "N", "O", "C", "N", "N", "H", "H", "H", "H", "H", "H", "H", "H", "H", "H", "H"], "coordinates": [[-2.6808, 0.5100, -0.7564], [-1.4015, 0.3969, -1.6055], [-0.5430, -0.8283, -1.2961], [-1.2451, -2.1568, -1.5666], [-0.1083, -0.7927, 0.1252], [-0.4994, -1.8023, 0.9679], [0.6862, 0.0588, 0.7368], [1.2923, 1.1255, 0.1551], [1.9407, 1.7204, 1.1275], [1.8397, 1.0306, 2.2627], [2.3886, 1.2465, 3.4920], [3.5402, 0.5888, 3.6297], [4.5193, 0.0128, 3.7642], [1.0106, -0.0392, 2.0380], [-2.7173, 1.4588, -0.2180], [-3.5760, 0.4532, -1.3776], [-2.7585, -0.2945, -0.0199], [-0.7988, 1.3026, -1.5045], [-1.6414, 0.3188, -2.6706], [0.3785, -0.8020, -1.8874], [-0.5715, -2.9996, -1.4084], [-1.5620, -2.1509, -2.6107], [-2.1231, -2.2937, -0.9359], [2.5496, 2.6117, 1.0443], [0.7540, -0.7237, 2.7364]], "lowdin_charge": [-0.073, -0.197, -0.298, -0.025, 0.034, 0.070, -0.261, 0.212, -0.008, -0.069, 0.129, -0.245, 0.236, 0.242, 0.075, 0.083, 0.067, 0.098, 0.122, 0.155, 0.092, 0.102, 0.084, 0.173, 0.202], "total_charge": 1, "energy_ev": -19640.03582, "e_homo_ev": -14.0, "molar_mass_g_mol": 200.2, "smiles": "CC[C@H](C)N(F)c1ncn(OC#N)[nH+]1"}

***

Record 2
{"formula": "CH3N5", "method": "ωB97M-V/def2-TZVPD", "symbols": ["H", "N", "C", "N", "N", "N", "N", "H", "H"], "coordinates": [[-0.1933, -2.4341, 0.5035], [0.6915, -1.7317, 0.7076], [0.5171, -0.5787, 0.2622], [1.1860, 0.6222, 0.8581], [0.6367, 1.6490, 0.4118], [-0.1862, 1.3546, -0.6766], [-0.2843, -0.0711, -0.6732], [-1.1623, 1.7055, -0.5147], [-1.2051, -0.5156, -0.8788]], "lowdin_charge": [0.118, 0.086, -0.569, 0.082, -0.020, -0.030, 0.026, 0.142, 0.166], "energy_ev": -8532.76533, "e_homo_ev": -9.3, "molar_mass_g_mol": 85.1, "smiles": "[H]/N=c1/nn[nH][nH]1"}

***

Record 3
{"formula": "C3H5P", "method": "ωB97M-V/def2-TZVPD", "symbols": ["C", "C", "C", "H", "H", "P", "H", "H", "H"], "coordinates": [[0.7833, -0.7190, 0.2738], [1.0565, -1.1774, 1.6214], [2.1114, -0.8973, 0.8349], [1.0072, -1.4961, 2.6309], [3.1011, -0.6474, 0.7242], [-1.6968, 0.6873, -1.4679], [-2.6095, 1.3457, -0.5476], [-1.1006, 1.9893, -1.5644], [-2.6527, 0.9149, -2.5051]], "lowdin_charge": [0.001, -0.073, -0.076, 0.078, 0.061, 0.572, -0.177, -0.183, -0.202], "energy_ev": -12475.12892, "e_homo_ev": -8.8, "molar_mass_g_mol": 72.0, "smiles": "C1=CC=1.P"}

***

Record 4
{"formula": "C58H125N7O7", "method": "ωB97M-V/def2-TZVPD", "symbols": ["C", "C", "C", "C", "C", "C", "C", "C", "C", "N", "O", "H", "H", "H", "H", "H", "H", "H", "H", "H", "H", "H", "H", "H", "H", "H", "H", "H", "H", "H", "C", "C", "C", "C", "C", "C", "C", "C", "C", "N", "O", "H", "H", "H", "H", "H", "H", "H", "H", "H", "H", "H", "H", "H", "H", "H", "H", "H", "H", "H", "C", "C", "C", "C", "C", "C", "C", "C", "C", "N", "O", "H", "H", "H", "H", "H", "H", "H", "H", "H", "H", "H", "H", "H", "H", "H", "H", "H", "H", "H", "C", "C", "C", "C", "C", "C", "C", "C", "C", "N", "O", "H", "H", "H", "H", "H", "H", "H", "H", "H", "H", "H", "H", "H", "H", "H", "H", "H", "H", "H", "C", "C", "C", "C", "C", "C", "C", "C", "C", "N", "O", "H", "H", "H", "H", "H", "H", "H", "H", "H", "H", "H", "H", "H", "H", "H", "H", "H", "H", "H", "C", "C", "C", "C", "C", "C", "C", "C", "C", "N", "O", "H", "H", "H", "H", "H", "H", "H", "H", "H", "H", "H", "H", "H", "H", "H", "H", "H", "H", "H", "C", "O", "C", "C", "C", "N", "H", "H", "H", "H", "H", "H", "H", "H", "H", "H", "H"], "coordinates": [[-10.6513, 5.4198, -1.0385], [-10.0191, 4.0367, -0.9553], [-9.1490, 3.7741, 0.3728], [-11.1679, 3.0376, -0.9422], [-11.9445, 2.8876, -2.1785], [-10.8991, 2.4751, -3.1608], [-9.7316, 3.4905, -3.4454], [-8.6513, 2.6386, -4.2913], [-10.3147, 4.7678, -4.2006], [-9.1467, 3.6916, -2.1192], [-8.0356, 4.5204, -2.1204], [-11.3255, 5.5793, -0.1971], [-9.9153, 6.2230, -1.0041], [-11.2629, 5.4253, -1.9408], [-9.5917, 3.2998, 1.2487], [-8.4212, 3.0229, 0.0661], [-8.3684, 4.4980, 0.6070], [-10.8056, 2.0716, -0.5904], [-11.7763, 3.1634, -0.0466], [-12.6985, 2.1020, -2.1307], [-12.5335, 3.7837, -2.3740], [-11.4236, 2.2501, -4.0895], [-10.5155, 1.5330, -2.7692], [-8.9729, 2.4195, -5.3094], [-8.3805, 1.6548, -3.9078], [-7.6697, 3.1116, -4.3172], [-10.1638, 4.6079, -5.2682], [-9.6563, 5.6188, -4.0262], [-11.3216, 4.9860, -3.8447], [-7.3275, 3.8962, -2.2951], [10.7209, 6.0525, 4.4440], [10.2673, 6.4510, 5.7781], [10.7511, 5.3464, 6.7463], [10.9405, 7.8435, 6.1244], [10.3908, 8.4785, 7.4261], [8.9300, 8.5535, 7.4796], [8.1618, 7.3132, 6.9808], [7.9727, 6.2760, 8.1813], [6.8193, 7.8795, 6.3485], [8.7918, 6.6577, 5.8141], [8.1187, 5.6217, 5.2293], [11.7935, 6.2289, 4.3639], [10.8037, 4.9678, 4.3764], [10.2995, 6.4918, 3.5398], [11.7438, 4.9645, 6.5080], [10.8564, 5.7290, 7.7615], [10.2743, 4.3686, 6.6773], [11.9692, 7.6438, 6.4242], [10.9258, 8.6370, 5.3773], [10.7080, 7.7497, 8.1720], [10.9303, 9.3869, 7.6941], [8.6398, 9.4307, 6.9013], [8.6620, 8.8440, 8.4955], [8.8743, 6.0248, 8.7399], [7.4311, 5.3367, 8.0692], [7.4330, 6.7747, 8.9864], [6.4686, 8.5663, 7.1188], [5.9759, 7.2145, 6.1626], [6.9919, 8.4356, 5.4271], [8.6358, 5.5333, 4.4253], [4.0219, 6.3687, -8.9856], [2.5149, 6.3498, -9.2844], [1.8411, 6.0872, -7.8628], [2.0627, 7.7075, -9.8573], [0.6422, 7.7203, -10.4999], [0.4797, 6.5550, -11.4760], [0.8784, 5.1398, -10.9277], [-0.2883, 4.5309, -10.0680], [0.8984, 4.3228, -12.3135], [2.2579, 5.2546, -10.2746], [2.9188, 4.0741, -9.9551], [4.7013, 6.6575, -9.7875], [4.2335, 7.2706, -8.4113], [4.2591, 5.5020, -8.3686], [1.0374, 5.3535, -7.9238], [2.5218, 5.8016, -7.0608], [1.2549, 6.9552, -7.5611], [2.1740, 8.5285, -9.1489], [2.7610, 7.8342, -10.6847], [-0.0745, 7.6994, -9.6789], [0.4507, 8.6252, -11.0765], [1.1726, 6.8073, -12.2788], [-0.4545, 6.6366, -12.0316], [-0.0147, 3.5956, -9.5796], [-1.0540, 4.1286, -10.7313], [-0.6066, 5.1611, -9.2376], [1.7303, 4.6285, -12.9481], [-0.1028, 4.3402, -12.7441], [1.0818, 3.2795, -12.0565], [2.4780, 3.8038, -9.1462], [-3.9112, -5.5953, -1.1756], [-4.8971, -6.6812, -1.5886], [-4.0394, -7.6694, -2.4856], [-5.4963, -7.5592, -0.3987], [-6.4630, -6.8566, 0.4902], [-7.5946, -6.4676, -0.5282], [-7.2090, -5.5892, -1.7239], [-8.4554, -5.5761, -2.6509], [-6.9946, -4.1853, -1.2145], [-6.0366, -6.1951, -2.3690], [-5.6812, -5.4365, -3.4793], [-3.1963, -5.3040, -1.9451], [-3.2019, -5.9146, -0.4120], [-4.2707, -4.5674, -1.1289], [-3.1868, -8.0204, -1.9044], [-3.6119, -7.2675, -3.4042], [-4.6352, -8.5591, -2.6892], [-5.8363, -8.5683, -0.6315], [-4.7635, -7.9342, 0.3159], [-6.0864, -5.9965, 1.0439], [-6.7792, -7.5494, 1.2700], [-8.4268, -5.9464, -0.0551], [-7.9433, -7.4476, -0.8541], [-8.4008, -6.4199, -3.3387], [-9.3953, -5.5447, -2.0998], [-8.5743, -4.7065, -3.2971], [-7.8831, -3.5683, -1.0797], [-6.4434, -4.3088, -0.2823], [-6.4410, -3.4804, -1.8348], [-5.6526, -6.0253, -4.2370], [-2.9542, -1.5330, 4.2945], [-2.4172, -1.0003, 5.6190], [-1.6631, 0.3621, 5.5035], [-3.6645, -1.0310, 6.6257], [-4.1472, -2.3821, 7.1701], [-2.8837, -2.8628, 7.9570], [-1.7588, -3.1305, 6.8727], [-0.6304, -3.6752, 7.8531], [-2.1415, -4.2977, 5.9450], [-1.3834, -1.8789, 6.1858], [-0.2332, -2.0910, 5.3680], [-2.1121, -1.7767, 3.6468], [-3.3434, -2.5436, 4.4177], [-3.8149, -0.9388, 3.9876], [-1.2610, 0.7951, 6.4194], [-0.7055, 0.2325, 4.9991], [-2.1144, 1.0754, 4.8139], [-3.4790, -0.4072, 7.5001], [-4.4633, -0.4640, 6.1476], [-5.1053, -2.4709, 7.6823], [-4.4453, -3.0234, 6.3407], [-3.0458, -3.8563, 8.3751], [-2.6037, -2.2072, 8.7816], [0.3781, -3.7354, 7.4438], [-0.8274, -4.7035, 8.1562], [-0.5226, -2.9348, 8.6457], [-3.1231, -4.7593, 6.0521], [-1.4827, -5.1169, 6.2329], [-1.9745, -4.1824, 4.8740], [0.3264, -1.3346, 5.5587], [7.1744, -7.9837, -0.3492], [7.0347, -8.4599, 1.1357], [8.4506, -9.0186, 1.6065], [6.8489, -7.2273, 2.0497], [5.4638, -6.5550, 1.8407], [4.3965, -7.7110, 2.2658], [4.5472, -9.0971, 1.5351], [3.8866, -10.0733, 2.5199], [3.8753, -9.0832, 0.1581], [6.0118, -9.4490, 1.4340], [6.2157, -10.6197, 0.6999], [6.1939, -7.6270, -0.6648], [7.9700, -7.2432, -0.4311], [7.5511, -8.7611, -1.0139], [8.4024, -9.6924, 2.4619], [8.7464, -9.6357, 0.7581], [9.1946, -8.2684, 1.8745], [7.0137, -7.6491, 3.0412], [7.3735, -6.2813, 1.9151], [5.2617, -5.6432, 2.4026], [5.3011, -6.3351, 0.7856], [3.3904, -7.2927, 2.2370], [4.5370, -7.9954, 3.3086], [2.8821, -9.7243, 2.7590], [4.4774, -10.0056, 3.4334], [3.6369, -11.0829, 2.1937], [3.0893, -9.8352, 0.0894], [4.6089, -9.3049, -0.6171], [3.2666, -8.1965, -0.0189], [6.1108, -11.3383, 1.3277], [0.6230, 0.6869, -2.2328], [2.0218, 0.8221, -2.1017], [2.3868, 0.6297, -0.6815], [3.7788, 1.1398, -0.2392], [4.9073, 0.4890, -1.0611], [4.0603, 1.0046, 1.1487], [0.1202, 1.6333, -2.0338], [0.2245, 0.0102, -1.4769], [0.3654, 0.3901, -3.2495], [1.6765, 1.1521, -0.0407], [2.3604, -0.4249, -0.4070], [3.6506, 2.2092, -0.4069], [4.9985, -0.5916, -0.9509], [5.9183, 0.8670, -0.9090], [4.7069, 0.5903, -2.1277], [4.5507, 0.1233, 1.2032], [4.6232, 1.7647, 1.5030]], "lowdin_charge": [-0.023, -0.453, -0.014, -0.205, -0.209, -0.157, -0.418, -0.024, -0.007, -0.148, -0.013, 0.089, 0.088, 0.052, 0.075, 0.067, 0.070, 0.121, 0.122, 0.122, 0.110, 0.121, 0.120, 0.073, 0.073, 0.062, 0.072, 0.075, 0.060, 0.097, -0.079, -0.495, -0.036, -0.101, -0.210, -0.171, -0.416, -0.018, -0.032, -0.160, 0.003, 0.096, 0.089, 0.103, 0.078, 0.065, 0.090, 0.113, 0.119, 0.095, 0.119, 0.117, 0.125, 0.060, 0.076, 0.067, 0.070, 0.073, 0.082, 0.077, -0.053, -0.475, -0.016, -0.134, -0.176, -0.164, -0.411, -0.040, -0.041, -0.119, -0.002, 0.087, 0.081, 0.078, 0.052, 0.073, 0.074, 0.118, 0.113, 0.099, 0.107, 0.109, 0.118, 0.070, 0.075, 0.066, 0.082, 0.075, 0.068, 0.086, -0.043, -0.444, -0.038, -0.158, -0.178, -0.138, -0.517, -0.036, -0.047, -0.120, -0.004, 0.073, 0.088, 0.073, 0.078, 0.074, 0.075, 0.117, 0.112, 0.105, 0.111, 0.115, 0.119, 0.082, 0.080, 0.075, 0.086, 0.070, 0.084, 0.104, -0.035, -0.462, -0.022, -0.127, -0.172, -0.126, -0.454, -0.048, -0.041, -0.120, -0.018, 0.087, 0.060, 0.089, 0.084, 0.061, 0.081, 0.107, 0.107, 0.106, 0.088, 0.110, 0.114, 0.071, 0.077, 0.075, 0.079, 0.067, 0.078, 0.088, -0.026, -0.490, -0.034, -0.160, -0.135, -0.115, -0.479, -0.055, -0.027, -0.121, -0.005, 0.064, 0.084, 0.075, 0.076, 0.067, 0.078, 0.117, 0.115, 0.100, 0.092, 0.107, 0.093, 0.084, 0.083, 0.080, 0.073, 0.074, 0.079, 0.104, -0.135, -0.185, -0.174, -0.460, -0.066, 0.034, 0.081, 0.080, 0.087, 0.115, 0.121, 0.137, 0.076, 0.072, 0.070, 0.068, 0.079], "energy_ev": -86920.52353, "e_homo_ev": -7.5, "molar_mass_g_mol": 1032.7, "smiles": "CC1(C)CCCC(C)(C)N1O.CC1(C)CCCC(C)(C)N1O.CC1(C)CCCC(C)(C)N1O.CC1(C)CCCC(C)(C)N1O.CC1(C)CCCC(C)(C)N1O.CC1(C)CCCC(C)(C)N1O.COC[C@H](C)N"}